(1)
The following is a quantum chemistry calculation of a molecular structure, C23H35N7PSiTeZn in a non-equilibrium geometry, from the Open Molecules 2025 dataset.

Structure (XYZ):
```
69
Properties=species:S:1:pos:R:3:forces:R:3:nbo_charge:R:1
Zn -0.09123 -0.12018 0.18977 -0.4 0.0 0.5 1.6437
C 0.10637 4.76353 -2.46218 0.2 -0.3 -0.1 -0.4091
N 0.30530 3.77820 -1.40154 -0.4 0.6 -0.1 -0.3112
C 0.56074 4.12846 -0.10152 0.0 0.5 -0.7 -0.0706
C 0.53645 2.96972 0.60364 0.1 0.0 1.0 -0.0501
N 0.25179 1.93329 -0.22816 0.0 0.5 0.3 -0.5920
C 0.09314 2.45385 -1.42764 0.4 -0.6 -0.4 0.0709
P -0.05154 1.40865 -2.90158 -0.1 0.8 -0.7 0.7580
C 1.22603 0.20562 -2.49035 0.8 -0.7 -0.2 0.0781
N 1.25737 -0.45233 -1.34915 1.1 -1.1 0.2 -0.6077
C 2.34813 -1.31721 -1.39459 -0.5 1.2 -0.8 -0.0666
C 2.98243 -1.15231 -2.58996 -0.8 0.8 -0.2 -0.0542
N 2.26554 -0.18910 -3.29625 -0.3 -0.4 1.0 -0.3178
C 2.54733 0.27762 -4.63932 -0.2 0.0 -0.6 -0.4099
C -1.49026 0.44487 -2.40553 -0.5 -0.4 -0.1 0.0708
N -1.67312 -0.08571 -1.20783 -0.4 -0.4 0.1 -0.6044
C -2.86097 -0.77338 -1.24934 0.1 -0.2 0.3 -0.0581
C -3.40329 -0.65881 -2.49020 0.9 0.7 -0.3 -0.0632
N -2.52488 0.10974 -3.22258 0.0 0.2 -0.1 -0.3085
C -2.74257 0.53502 -4.61911 0.1 -0.3 0.5 -0.4088
H -0.79748 5.32923 -2.24201 0.1 0.2 -0.1 0.2251
H 1.00070 5.40423 -2.46951 -0.5 -0.1 -0.3 0.2284
H -0.04037 4.24552 -3.42081 0.3 0.2 0.3 0.2252
H 0.71614 5.17780 0.11776 0.0 -0.3 0.3 0.2370
H 0.69771 2.84091 1.66683 0.0 -0.2 -0.2 0.2494
H 2.66233 -1.91570 -0.57778 -0.1 -0.3 0.5 0.2413
H 3.86886 -1.60168 -2.98615 0.2 -0.1 -0.2 0.2384
H 3.18468 -0.46016 -5.13925 -0.2 0.3 0.1 0.2339
H 1.60776 0.38086 -5.19606 0.2 -0.2 0.1 0.2217
H 3.01642 1.26043 -4.65220 0.2 -0.1 0.2 0.2220
H -3.24731 -1.31666 -0.39431 0.1 0.2 -0.2 0.2397
H -4.30450 -0.97446 -2.94451 -0.7 -0.4 -0.1 0.2353
H -2.63741 -0.31933 -5.29789 -0.1 0.2 0.2 0.2248
H -3.74418 0.96268 -4.68383 0.2 0.0 -0.2 0.2289
H -1.98511 1.27411 -4.86536 -0.1 0.1 -0.1 0.2267
C -2.55421 1.64375 1.94361 0.3 0.1 0.5 -1.1195
Si -1.72845 0.21007 2.91059 -0.7 0.1 0.0 1.8060
C -2.85259 -1.34763 2.72590 -0.3 1.0 -0.5 -1.1156
C -1.61528 0.82616 4.72016 -1.4 -0.5 -0.5 -1.1191
N -0.19674 -0.00773 2.15031 0.4 -0.1 -0.2 -1.4090
C 1.03795 -0.28616 2.74319 -0.6 0.0 -0.2 0.1654
C 1.15800 -0.89016 4.00462 0.2 -0.1 0.4 -0.2884
C 2.40988 -1.20372 4.51887 -0.4 -0.1 0.5 -0.1769
C 3.58431 -0.89648 3.84066 0.5 -0.6 1.1 -0.2773
C 3.47754 -0.28101 2.62587 -0.5 0.2 -0.8 -0.1950
C 2.23346 -0.00326 2.06100 0.1 0.0 0.4 -0.2782
H -3.54806 1.99241 2.27443 0.4 -0.4 0.0 0.2410
H -2.59143 1.46923 0.87468 -0.1 -0.2 -0.3 0.2155
H -1.86391 2.48720 2.07192 -0.1 0.0 0.0 0.2253
H -3.89017 -1.09309 2.99003 0.2 -0.1 0.2 0.2375
H -2.53088 -2.18554 3.31145 0.2 -0.4 0.5 0.2395
H -2.91316 -1.73142 1.69418 0.2 0.3 0.2 0.2049
H -2.48009 1.51832 4.90453 0.8 -0.6 -0.1 0.2428
H -0.70100 1.35860 4.86358 0.7 0.5 0.1 0.2401
H -1.65001 0.01936 5.46223 -0.1 0.2 -0.1 0.2384
H 0.27488 -1.10641 4.61636 0.3 0.0 -0.4 0.2163
H 2.43921 -1.69572 5.49263 0.1 0.1 -0.2 0.2163
H 4.55981 -1.14421 4.28855 -0.6 0.2 -0.3 0.2217
H 4.35060 -0.00783 2.07465 0.5 0.1 -0.3 0.2068
H 2.18392 0.50389 1.10372 0.1 0.0 0.0 0.1836
C -0.69788 -4.42819 -0.89783 0.0 -0.9 0.0 -0.9007
Te -0.43164 -3.19931 0.79486 -0.5 0.5 0.0 0.5109
C 1.55233 -3.70687 1.21514 0.7 0.0 0.3 -0.8937
H -0.42861 -5.45854 -0.64372 0.2 0.2 -0.1 0.2357
H -0.16263 -4.10434 -1.77935 0.2 0.2 -0.1 0.2192
H -1.75466 -4.47820 -1.11677 -0.3 0.3 -0.1 0.2327
H 2.12971 -3.78418 0.29329 0.0 -0.1 0.1 0.2153
H 1.59828 -4.62541 1.78956 0.0 -0.2 -0.1 0.2377
H 1.96049 -2.91090 1.84559 0.0 0.0 -0.2 0.2533
```
Positions in Å, forces in eV/Å.

Results
total charge: +1
LUMO level: -2.61 eV
total energy: -107724.9784 eV
E_HOMO: -9.2499 eV

=====

(2)
The following is a quantum chemistry calculation of a molecular structure, C23H35N7PbS2Se4, from the Open Molecules 2025 dataset.

Structure (XYZ):
```
72
Properties=species:S:1:pos:R:3:forces:R:3:nbo_charge:R:1
Pb 0.06259 0.83982 -2.48792 0.7 0.1 -0.2 1.0210
C 1.53908 3.31270 -0.65840 -0.1 -0.1 -0.1 -0.4301
N 1.07473 2.82959 0.62683 0.1 0.2 0.1 -0.4288
C 2.08810 2.88011 1.66339 0.0 0.0 0.0 -0.4049
C -0.11960 2.20741 0.80438 -0.1 -0.1 0.2 0.6850
N -0.73189 1.59586 -0.17091 -0.1 -0.3 0.2 -0.6651
C -2.13608 1.46312 -0.12605 -0.1 0.4 0.1 0.1561
C -2.85036 2.60117 0.20018 0.1 -0.1 -0.1 -0.2533
C -4.24462 2.61742 0.29706 -0.1 0.0 0.0 -0.2183
C -4.94358 1.47844 0.03594 0.0 0.1 0.1 -0.1518
C -4.27405 0.30529 -0.37980 0.1 0.0 -0.1 -0.0608
C -5.07167 -0.81308 -0.71349 0.0 -0.1 0.0 -0.2012
C -4.50455 -1.94795 -1.20710 -0.1 0.0 0.0 -0.2033
C -3.11425 -2.00949 -1.34268 0.1 0.1 0.0 -0.2555
C -2.27914 -0.97359 -0.96651 -0.1 -0.4 -0.1 0.1590
N -0.90054 -1.17307 -1.18085 0.0 -0.1 0.2 -0.6651
C -0.35705 -2.30639 -0.82639 -0.1 0.0 0.3 0.6865
N -0.78581 -3.07062 0.24528 -0.1 0.0 -0.1 -0.4668
C -0.99733 -4.49829 0.09735 0.0 0.0 0.1 -0.4063
C -1.49812 -2.48389 1.35609 0.0 0.0 0.0 -0.4016
N 0.73061 -2.82383 -1.45530 0.1 0.0 0.0 -0.4317
C 1.09437 -2.46569 -2.80877 -0.1 0.0 0.0 -0.4199
C 1.74722 -3.58506 -0.75134 -0.1 0.0 0.0 -0.4071
C -2.84535 0.26368 -0.49369 -0.1 0.0 0.1 -0.0625
N -0.57975 2.24035 2.10927 0.0 0.0 0.0 -0.4705
C -1.41739 1.19771 2.65306 0.0 0.0 0.0 -0.3901
C -0.62259 3.48045 2.85940 0.0 -0.1 0.0 -0.4058
H 2.05095 4.26681 -0.51206 0.0 0.0 0.0 0.1999
H 0.69746 3.47553 -1.32973 0.0 0.0 0.0 0.2612
H 2.24752 2.61354 -1.11639 0.0 0.0 0.0 0.1976
H 2.98786 2.36197 1.31807 0.0 0.0 0.0 0.1988
H 1.74409 2.40002 2.57365 0.0 0.0 0.0 0.2187
H 2.35914 3.91682 1.88494 0.0 0.0 0.0 0.1923
H -2.29718 3.51549 0.37605 0.0 0.0 0.0 0.2125
H -4.75259 3.53365 0.56994 0.0 0.0 0.0 0.2152
H -6.02347 1.45382 0.10736 0.0 0.0 0.0 0.2021
H -6.14440 -0.73059 -0.59284 0.0 0.0 0.0 0.2095
H -5.11097 -2.79121 -1.51209 0.0 0.0 0.0 0.2150
H -2.66212 -2.89401 -1.77455 0.0 0.0 0.0 0.2081
H -0.63008 -4.84360 -0.86538 0.0 0.0 0.0 0.2183
H -2.06830 -4.72253 0.16048 0.0 0.0 0.0 0.1971
H -0.48923 -5.05139 0.89311 0.0 0.0 0.0 0.1931
H -1.17569 -1.45558 1.48131 0.0 0.0 0.0 0.2131
H -1.24768 -3.04354 2.26082 0.0 0.0 0.0 0.1981
H -2.58535 -2.50247 1.22524 0.0 0.0 0.0 0.2007
H 0.22782 -2.10367 -3.35180 0.0 0.1 0.0 0.2547
H 1.47227 -3.35608 -3.31732 0.0 0.0 0.0 0.1998
H 1.87900 -1.69992 -2.82689 0.0 0.0 0.0 0.2016
H 1.53235 -3.60725 0.31229 0.0 0.0 0.0 0.2225
H 2.71700 -3.10360 -0.90463 0.0 0.0 0.0 0.2032
H 1.80674 -4.60777 -1.13623 0.0 0.0 0.0 0.1911
H -1.21666 0.26600 2.13552 0.0 0.0 0.0 0.2088
H -2.48694 1.42127 2.57548 0.0 0.0 0.0 0.1991
H -1.16671 1.07374 3.71020 0.0 0.0 0.0 0.1952
H -0.11317 4.27421 2.31976 0.0 0.0 0.0 0.2197
H -0.15338 3.35110 3.83959 0.0 0.1 0.0 0.1915
H -1.66488 3.77983 3.01851 0.0 0.0 0.0 0.1970
Se -0.66141 -0.12133 -5.04458 -0.1 0.0 -0.2 -0.4935
Se 1.31490 1.05969 -5.21102 0.1 0.2 -0.4 -0.0892
Se 0.59692 3.35187 -5.08498 -0.1 -0.2 0.1 -0.0648
Se -0.99574 3.32602 -3.36372 -0.1 0.1 -0.1 -0.5566
S 1.99511 -0.33231 0.29143 -0.1 0.1 -0.1 -0.0992
C 3.62586 -0.28212 0.44918 0.2 -0.2 0.1 -0.0941
N 4.33286 -0.92280 1.40488 0.1 0.1 0.0 -0.5988
C 5.70232 -0.48560 1.61242 0.1 0.0 0.0 -0.2250
C 6.19649 -0.06003 0.23799 -0.2 0.1 -0.2 -0.5315
S 4.71671 0.60593 -0.60298 -0.1 0.0 0.2 0.3170
H 3.81400 -1.36740 2.14563 -0.1 0.0 0.0 0.4159
H 6.30292 -1.30157 2.01265 0.0 0.0 0.0 0.2180
H 5.73730 0.35931 2.30844 0.0 0.0 0.0 0.1941
H 6.57214 -0.90046 -0.34281 0.0 0.0 0.0 0.2242
H 6.95320 0.71803 0.28601 0.0 0.0 0.0 0.2405
```
Positions in Å, forces in eV/Å.

Results
LUMO level: -0.09 eV
energy above the lowest of the compared OMol25 structures with the same formula, charge and spin: 0.171 eV
total energy: -323155.0704 eV
E_HOMO: -6.1148 eV

=====

Number 1: gap between HOMO and LUMO 6.64 eV. Number 2: gap between HOMO and LUMO 6.02 eV.